Computed, not measured: a 2-piece molecular cluster, CH3N3S overall at a distorted geometry, with wB97M-V/def2-TZVPD.

The gap between HOMO and LUMO (alpha / beta) is 0.255 / 0.351 Ha.

Geometry as ORCA input:
```
! RIJCOSX wB97M-V def2-TZVPD def2/J DEFGRID3
* xyz 0 3
C 1.24404 -1.06783 1.39664
N -0.16460 0.82642 0.66760
N -0.49542 0.48112 -0.39247
N -1.26028 0.78658 -1.41372
S 2.26359 -0.86273 2.57753
H 1.04042 -2.12966 0.89863
H -1.60723 1.84865 -1.57631
H -1.02053 0.11746 -2.15790
*
```


Computed, not measured: a 2-piece molecular cluster, CH3N4 overall at a distorted geometry, with wB97M-V/def2-TZVPD.

The gap between HOMO and LUMO (alpha / beta) is 0.334 / 0.296 Ha.

Geometry as ORCA input:
```
! RIJCOSX wB97M-V def2-TZVPD def2/J DEFGRID3
* xyz 1 1
C -0.16598 -0.56242 -0.19582
N -0.36038 -0.56444 1.16235
N 0.71677 -1.17966 1.06488
N 0.59904 -1.64467 -0.25067
N -0.44116 1.88530 -0.05385
H 1.26358 -2.20524 -0.85372
H -1.43426 2.01110 0.09422
H -0.17761 2.26002 -0.96740
*
```


Computed, not measured: a 2-piece molecular cluster, CH3N4 overall at a distorted geometry, with wB97M-V/def2-TZVPD.

The gap between HOMO and LUMO (alpha / beta) is 0.271 / 0.299 Ha.

Geometry as ORCA input:
```
! RIJCOSX wB97M-V def2-TZVPD def2/J DEFGRID3
* xyz 1 1
C 0.53601 0.28389 -0.66301
N 1.13668 -0.87174 -0.79785
N 1.76468 -0.34304 0.18322
N 1.42881 0.99390 -0.01570
N -2.05372 -0.37065 0.09959
H 1.33389 1.96839 0.52720
H -1.84995 -0.56520 1.18239
H -2.29641 -1.09556 -0.51584
*
```


Computed, not measured: an isolated ion of composition CH3N4Si and charge -1, with wB97M-V/def2-TZVPD.

The gap between HOMO and LUMO is 0.329 Ha.

Geometry as ORCA input:
```
! RIJCOSX wB97M-V def2-TZVPD def2/J DEFGRID3
* xyz -1 1
C -2.02687 -0.00058 -0.00477
N -2.79499 1.10542 -0.00275
N -2.79602 -1.10576 -0.00256
N -4.03475 0.65254 0.00330
N -4.03535 -0.65166 0.00300
Si -0.18342 -0.00012 0.00048
H 0.37814 -1.18944 -0.66635
H 0.40344 0.01491 1.35865
H 0.37817 1.17454 -0.69198
*
```


Computed, not measured: an isolated molecule of CH3N5 at a distorted geometry, with wB97M-V/def2-TZVPD.

Its structure (SMILES) is Nc1nnn[nH]1. The gap between HOMO and LUMO is 0.391 Ha.

Geometry as ORCA input:
```
! RIJCOSX wB97M-V def2-TZVPD def2/J DEFGRID3
* xyz 0 1
N 0.43479 -1.19400 0.95076
C -0.04227 -0.16735 0.19444
N -1.20635 0.40059 0.40672
N -1.32032 1.38300 -0.51973
N -0.37698 1.36419 -1.34681
N 0.57883 0.38137 -0.92011
H 1.09837 -1.83123 0.53801
H -0.26427 -1.62997 1.54117
H 1.09821 1.29341 -0.84444
*
```


Computed, not measured: an isolated ion of composition CH3N5O and charge +2 at a distorted geometry, with wB97M-V/def2-TZVPD.

The gap between HOMO and LUMO is 0.306 Ha.

Geometry as ORCA input:
```
! RIJCOSX wB97M-V def2-TZVPD def2/J DEFGRID3
* xyz 2 1
C -0.69631 0.08553 -0.01904
N 0.24944 1.03233 -0.03096
N 1.39336 0.74200 -0.01122
N 2.45867 0.36977 0.02017
N 0.29794 -1.22023 0.00985
N -1.95794 0.17902 -0.00533
O -0.15212 -2.27242 -0.00110
H 3.45023 0.64894 0.03506
H -2.46439 1.07858 -0.00675
H -2.57890 -0.64354 0.00931
*
```


Computed, not measured: CH3N5O2 as an isolated structure at a distorted geometry, with wB97M-V/def2-TZVPD.

The gap between HOMO and LUMO is 0.316 Ha.

Geometry as ORCA input:
```
! RIJCOSX wB97M-V def2-TZVPD def2/J DEFGRID3
* xyz 0 1
C 0.38950 0.05505 -0.34909
H 2.32534 -0.59396 0.93853
H -2.51244 -0.13341 -0.06267
H -0.78099 2.51273 0.72936
N 1.44421 0.66287 -0.57507
N 0.35995 -1.26863 0.24256
N -0.95321 -1.51385 0.34327
N -1.58067 -0.64099 -0.49152
N -0.81696 0.74344 -0.54445
O 2.56549 0.09618 0.27193
O -1.38326 1.40437 0.68629
*
```


Computed, not measured: an isolated molecule of CH3N5O2 at a distorted geometry, with wB97M-V/def2-TZVPD.

Its structure (SMILES) is N/N=c1\nnon1O. The gap between HOMO and LUMO is 0.312 Ha.

Geometry as ORCA input:
```
! RIJCOSX wB97M-V def2-TZVPD def2/J DEFGRID3
* xyz 0 1
N -1.60670 -0.93208 -0.95477
N -0.62406 -0.92699 0.10735
C 0.38635 -0.30737 -0.13768
N 0.50132 0.44420 -1.38914
N 1.49993 1.27003 -1.16169
O 2.15014 1.05229 0.20813
N 1.26669 0.11270 0.87424
O 0.31323 0.62194 1.84465
H -2.53804 -1.21484 -0.57881
H -1.70137 -0.00474 -1.48700
H 0.35252 -0.11514 2.67473
*
```


Computed, not measured: an isolated molecule of CH3N5S at a distorted geometry, with wB97M-V/def2-TZVPD.

Its structure (SMILES) is Nn1[nH]nnc1=S. The gap between HOMO and LUMO is 0.311 Ha.

Geometry as ORCA input:
```
! RIJCOSX wB97M-V def2-TZVPD def2/J DEFGRID3
* xyz 0 1
N -0.45674 1.51600 0.00480
N 0.11663 0.24060 -0.06355
N 1.39788 -0.08869 -0.23120
N 1.45744 -1.42973 0.00630
N 0.30430 -1.94737 0.03203
C -0.60113 -0.88972 -0.07358
S -2.26452 -0.90366 -0.06305
H -1.10440 1.44095 -0.81697
H -1.00297 1.61579 0.92092
H 2.15352 0.44584 0.28430
*
```


Computed, not measured: CH3NO as an isolated structure at a distorted geometry, with wB97M-V/def2-TZVPD.

The gap between HOMO and LUMO is 0.433 Ha.

Geometry as ORCA input:
```
! RIJCOSX wB97M-V def2-TZVPD def2/J DEFGRID3
* xyz 0 1
C 0.72022 -0.41771 -0.17815
N 1.56774 -0.29978 0.83853
O -0.14978 -0.40297 -1.09811
H 2.14607 -1.11134 0.82858
H -2.49199 1.22222 -0.36070
H -1.79225 1.00958 -0.03016
*
```


Calculated energy relative to the best compared isomer or geometry (same formula, charge and spin) in order - 43.5; 232.8; 255.0; 0.0; 31.3; 43.6; 120.8; 87.0; 28.4; 49.0 kcal per mole
Calculated energy in order - -602.13140; -258.29247; -258.25705; -548.43598; -313.60907; -387.93960; -463.84188; -463.89570; -711.75830; -169.82953 Ha